(1)
{
  "formula": "C6H13N3",
  "method": "the ωB97M-V functional and the def2-TZVPD basis",
  "e_above_lowest_kcal_mol": 180.0,
  "lumo_energy_ev": [-11.420, -10.166],
  "homo_ha": [-0.6517, -0.6979],
  "charge": 2,
  "gap_ev": [6.312, 8.824],
  "symbols": ["N", "N", "N", "C", "C", "C", "C", "C", "C", "H", "H", "H", "H", "H", "H", "H", "H", "H", "H", "H", "H", "H"],
  "positions_angstrom": [[1.029, -1.688, 0.322], [-0.545, -0.049, -0.391], [0.633, 1.551, 1.001], [0.757, 2.461, 2.061], [-1.509, 0.183, -1.411], [0.190, -1.102, -0.621], [0.210, -1.853, -1.915], [1.461, -1.117, 1.379], [-0.623, 0.851, 0.772], [-1.999, -0.737, -1.904], [-0.857, -2.102, -2.119], [0.727, 3.458, 1.584], [-1.376, 1.467, 0.528], [0.397, -1.364, -2.955], [0.921, -2.696, -1.921], [-2.338, 0.959, -1.186], [1.758, 2.430, 2.412], [2.092, -1.659, 2.151], [0.077, 2.607, 2.897], [1.201, -2.580, 0.003], [-1.269, 0.644, -2.344], [-0.938, 0.336, 1.659]],
  "mulliken_charge": [0.091, 0.087, -0.128, -0.783, -0.939, 1.007, -1.359, -0.028, -0.862, 0.380, 0.370, 0.380, 0.578, 0.390, 0.333, 0.298, 0.360, 0.344, 0.373, 0.195, 0.455, 0.460]
}

(2)
{
  "formula": "C18H53BIO8",
  "method": "the ωB97M-V functional and the def2-TZVPD basis",
  "e_above_lowest_kcal_mol": 0.0,
  "lumo_energy_ev": 2.143,
  "homo_ha": -0.1601,
  "charge": -1,
  "gap_ev": 6.499,
  "symbols": ["I", "O", "O", "O", "O", "O", "O", "O", "O", "C", "C", "C", "C", "C", "C", "C", "C", "C", "C", "C", "C", "C", "C", "C", "C", "C", "C", "B", "H", "H", "H", "H", "H", "H", "H", "H", "H", "H", "H", "H", "H", "H", "H", "H", "H", "H", "H", "H", "H", "H", "H", "H", "H", "H", "H", "H", "H", "H", "H", "H", "H", "H", "H", "H", "H", "H", "H", "H", "H", "H", "H", "H", "H", "H", "H", "H", "H", "H", "H", "H", "H"],
  "positions_angstrom": [[-1.555, -0.266, -0.101], [-3.190, -3.195, 0.861], [-0.646, -3.687, 4.346], [2.380, 7.910, 7.008], [0.625, 6.589, 2.144], [3.889, 3.017, 0.497], [-1.391, -8.293, -7.275], [-0.994, -4.503, -3.758], [-2.373, -0.252, -3.867], [0.538, -4.071, 3.656], [-2.392, -6.240, -8.152], [-0.419, 2.732, 0.346], [1.843, 3.577, -0.646], [3.566, 8.638, 7.290], [0.634, 3.867, 0.243], [2.250, 7.550, 3.697], [-1.450, -7.404, -8.386], [-4.204, -1.586, -2.947], [2.714, 2.444, -0.115], [0.303, -4.352, -4.319], [-3.535, -3.660, 2.149], [0.479, -5.174, -5.582], [-3.043, -5.068, 2.419], [-2.979, -1.536, -3.845], [1.641, -3.037, 3.767], [1.910, 7.178, 2.266], [4.365, 8.038, 8.431], [-0.473, 1.661, -0.876], [-1.735, -7.949, -9.293], [-4.669, -2.576, -2.976], [-0.957, -2.866, 3.947], [3.331, 9.688, 7.503], [4.621, 7.002, 8.209], [5.287, 8.598, 8.598], [-2.258, -2.297, -3.534], [0.600, 1.241, -1.261], [1.532, 3.365, -1.670], [2.480, 4.467, -0.688], [-1.122, -5.425, -3.517], [-2.276, -8.633, -7.116], [-0.294, 2.213, 1.302], [3.010, 1.755, -0.911], [1.467, -5.017, -6.019], [2.193, 6.678, 4.346], [0.362, -6.241, -5.377], [1.993, 8.058, 1.616], [-0.037, 7.215, 2.452], [0.164, 4.798, -0.087], [1.884, -2.850, 4.814], [0.397, -3.288, -4.532], [4.142, 8.611, 6.365], [-1.157, 2.017, -1.818], [3.259, 7.965, 3.760], [1.331, -2.095, 3.311], [-0.277, -4.887, -6.313], [1.023, 4.090, 1.244], [-2.391, -5.557, -9.003], [0.843, -5.014, 4.113], [-3.042, -2.963, 2.827], [4.486, 2.294, 0.721], [-3.417, -6.590, -8.004], [2.600, 6.424, 1.888], [-3.610, -3.739, 0.189], [-3.524, -5.800, 1.764], [-2.099, -5.688, -7.261], [-4.940, -0.844, -3.266], [-0.428, -7.049, -8.521], [-3.238, -5.359, 3.452], [0.317, -4.266, 2.601], [-3.920, -1.362, -1.917], [-1.404, 3.209, 0.407], [2.542, -3.376, 3.253], [1.823, 7.915, 7.792], [-2.082, -0.063, -2.962], [-1.967, -5.111, 2.252], [-3.257, -1.748, -4.882], [1.071, -4.611, -3.581], [2.157, 1.863, 0.625], [3.788, 8.055, 9.359], [-4.615, -3.582, 2.330], [1.555, 8.297, 4.087]],
  "mulliken_charge": [-0.379, -0.314, -0.501, -0.466, -0.468, -0.531, -0.508, -0.436, -0.522, -0.146, -0.855, -1.060, -0.946, -0.159, -0.197, -0.936, -0.312, -0.879, -0.376, -0.261, -0.277, -0.886, -0.878, -0.045, -1.089, -0.284, -1.047, 0.365, 0.320, 0.331, 0.290, 0.263, 0.291, 0.316, 0.130, -0.217, 0.331, 0.437, 0.244, 0.291, 0.258, 0.340, 0.373, 0.280, 0.320, 0.297, 0.260, 0.271, 0.267, 0.287, 0.246, -0.244, 0.274, 0.320, 0.094, 0.221, 0.292, 0.298, 0.166, 0.269, 0.363, 0.269, 0.205, 0.425, 0.138, 0.259, 0.277, 0.309, 0.214, 0.122, 0.291, 0.346, 0.259, 0.129, 0.123, 0.300, 0.288, 0.269, 0.317, 0.261, 0.311]
}

(3)
{
  "formula": "CH6N2PS",
  "method": "the ωB97M-V functional and the def2-TZVPD basis",
  "e_above_lowest_kcal_mol": 0.0,
  "lumo_energy_ev": -3.750,
  "homo_ha": -0.5154,
  "charge": 1,
  "gap_ev": 10.273,
  "symbols": ["S", "P", "N", "N", "C", "H", "H", "H", "H", "H", "H"],
  "positions_angstrom": [[3.176, 0.275, 0.258], [1.447, -0.622, -0.433], [-0.773, 1.222, -0.166], [-1.142, -1.002, 0.283], [-0.358, 0.008, 0.033], [-2.180, -0.863, 0.389], [3.677, 0.352, -0.926], [-0.165, 2.008, -0.467], [-0.727, -1.952, 0.232], [1.243, -1.465, 0.650], [-1.665, 1.729, -0.114]],
  "mulliken_charge": [-0.125, -0.021, -0.369, -0.409, 0.671, 0.246, 0.199, 0.258, 0.244, 0.074, 0.232]
}

(4)
{
  "formula": "H4N3P",
  "method": "the ωB97M-V functional and the def2-TZVPD basis",
  "e_above_lowest_kcal_mol": 87.5,
  "lumo_energy_ev": -0.684,
  "homo_ha": -0.3384,
  "gap_ev": 8.524,
  "symbols": ["P", "N", "N", "N", "H", "H", "H", "H"],
  "positions_angstrom": [[0.667, -0.960, 0.101], [0.158, 1.316, -1.204], [-1.821, -0.605, -0.688], [-0.535, 0.076, -0.724], [1.128, 1.202, -0.858], [1.316, 0.256, 0.452], [-2.416, -0.090, -1.301], [-0.019, -1.259, 1.254]],
  "mulliken_charge": [0.022, -0.478, -0.533, 0.426, 0.223, 0.046, 0.209, 0.085]
}